Entry 1:
The following is a quantum chemistry calculation of a molecular structure, C41H52N5ORuS5Sb, from OMol25.

Output
Energy relative to the best compared isomer or geometry (same formula, charge and spin): 0.00 kJ/mol
E_LUMO (alpha / beta): -3.174 / -4.418 eV
Orbital gap (alpha / beta): 6.4 / 6.3 eV
Expectation value of S²: 8.777
E_HOMO (alpha / beta): -0.35247 / -0.39306 hartree
E_tot: -4268.27387 Eh

ORCA input file:
```
! wB97M-V def2-TZVPD RIJCOSX def2/J DEFGRID3
* xyz 1 6
Ru -0.974 -0.944 -0.391
S -1.185 -2.847 1.087
C -1.775 -4.172 0.194
C -1.848 -5.437 0.874
N -1.882 -6.432 1.445
C -2.166 -4.050 -1.115
S -2.105 -2.579 -1.972
C -2.642 -5.201 -1.835
N -3.018 -6.107 -2.432
C -4.762 1.583 2.758
C -3.993 0.673 1.803
C -4.398 -0.780 2.051
C -4.390 1.049 0.375
Sb -1.788 0.691 1.903
C -1.089 2.770 1.735
C -1.647 3.699 2.807
C 0.443 2.770 1.790
C -1.492 3.285 0.356
C -1.350 0.165 3.995
C -1.334 -1.353 4.160
C 0.019 0.732 4.370
C -2.400 0.733 4.948
H -5.816 1.571 2.465
H -4.433 2.620 2.720
H -4.717 1.249 3.791
H -5.478 -0.879 1.895
H -4.188 -1.097 3.074
H -3.902 -1.478 1.371
H -5.438 0.778 0.215
H -3.799 0.519 -0.374
H -4.301 2.118 0.190
H -1.418 3.361 3.817
H -2.724 3.832 2.720
H -1.191 4.687 2.686
H 0.827 2.682 2.803
H 0.801 3.724 1.389
H 0.885 1.968 1.192
H -2.561 3.240 0.167
H -0.981 2.734 -0.430
H -1.186 4.333 0.266
H -0.495 -1.823 3.651
H -2.247 -1.832 3.808
H -1.237 -1.574 5.228
H 0.782 0.581 3.605
H 0.361 0.237 5.285
H -0.036 1.799 4.584
H -3.330 0.168 4.900
H -2.625 1.787 4.787
H -2.017 0.630 5.968
C 2.666 -2.853 1.057
S 1.824 -1.651 2.071
O 1.301 -0.592 1.124
C 3.241 -0.920 2.855
C 3.864 0.172 2.270
C 4.961 0.734 2.904
C 5.422 0.203 4.102
C 4.781 -0.883 4.682
C 3.675 -1.447 4.062
H 3.400 -2.352 0.425
H 1.908 -3.352 0.457
H 3.150 -3.560 1.729
H 3.465 0.584 1.352
H 5.456 1.591 2.467
H 6.278 0.645 4.593
H 5.133 -1.282 5.623
H 3.152 -2.280 4.516
N -3.654 3.144 -5.927
C -2.395 3.198 -5.448
S -1.228 4.162 -6.049
C -2.125 2.237 -4.288
C -3.037 1.271 -3.871
C -2.712 0.442 -2.810
N -1.552 0.533 -2.145
C -0.675 1.454 -2.562
C -0.911 2.313 -3.616
H -3.899 3.801 -6.651
H -4.407 2.707 -5.429
H -3.980 1.096 -4.367
H -3.395 -0.339 -2.498
H 0.263 1.513 -2.021
H -0.164 3.033 -3.921
N 0.891 -1.604 -1.524
S 2.016 -0.590 -2.022
C 3.607 -1.376 -2.006
C 3.821 -2.574 -2.678
C 5.062 -3.177 -2.586
C 6.075 -2.581 -1.839
C 5.851 -1.384 -1.179
C 4.605 -0.774 -1.256
C 1.809 -0.329 -3.787
C 2.734 0.454 -4.469
C 2.524 0.730 -5.808
C 1.402 0.226 -6.459
C 0.490 -0.554 -5.769
C 0.685 -0.832 -4.421
H 0.818 -2.424 -2.124
H 3.033 -3.027 -3.266
H 5.247 -4.110 -3.102
H 7.043 -3.058 -1.775
H 6.641 -0.926 -0.599
H 4.408 0.156 -0.736
H 3.609 0.842 -3.962
H 3.236 1.339 -6.347
H 1.245 0.443 -7.506
H -0.380 -0.951 -6.275
H -0.037 -1.423 -3.873
*
```

---

Entry 2:
The following is a quantum chemistry calculation of a single C21H29ClN4O molecule, from OMol25.

Output
Energy relative to the best compared isomer or geometry (same formula, charge and spin): 39.85 kJ/mol
E_LUMO: 0.182 eV
Orbital gap: 8.2 eV
Structure (SMILES): CC(C)CN1CCN(Cc2cnc(-c3ccc(Cl)cc3)nc2)C[C@@H]1CCO
E_HOMO: -0.29349 hartree
E_tot: -1572.06385 Eh

ORCA input file:
```
! wB97M-V def2-TZVPD RIJCOSX def2/J DEFGRID3
* xyz 0 1
C 2.942 -1.084 0.939
C 2.301 -1.489 -0.387
C 3.326 -1.351 -1.511
C 1.756 -2.941 -0.345
N 0.376 -3.167 0.005
C -0.045 -2.940 1.367
C -0.708 -1.576 1.598
N -1.809 -1.431 0.665
C -2.672 -0.289 0.940
C -1.968 1.034 0.832
C -1.289 1.614 1.902
N -0.583 2.721 1.789
C -0.527 3.296 0.587
C 0.264 4.520 0.453
C 0.355 5.165 -0.780
C 1.096 6.322 -0.910
C 1.752 6.839 0.199
Cl 2.679 8.287 0.041
C 1.673 6.209 1.433
C 0.929 5.052 1.556
N -1.147 2.833 -0.497
C -1.851 1.726 -0.373
C -1.310 -1.466 -0.696
C -0.645 -2.826 -0.968
C -1.700 -3.948 -0.997
C -2.609 -3.919 -2.226
O -3.576 -2.895 -2.199
H 3.802 -1.718 1.148
H 3.281 -0.051 0.896
H 2.242 -1.175 1.766
H 1.472 -0.808 -0.599
H 3.732 -0.342 -1.535
H 4.149 -2.047 -1.358
H 2.873 -1.559 -2.478
H 2.364 -3.522 0.356
H 1.892 -3.388 -1.335
H -0.776 -3.715 1.628
H 0.814 -3.053 2.029
H 0.034 -0.768 1.483
H -1.103 -1.538 2.618
H -3.500 -0.327 0.226
H -3.070 -0.416 1.952
H -1.321 1.176 2.893
H -0.164 4.745 -1.626
H 1.169 6.826 -1.861
H 2.189 6.626 2.284
H 0.852 4.546 2.504
H -2.349 1.380 -1.272
H -0.583 -0.657 -0.886
H -2.146 -1.340 -1.385
H -0.168 -2.780 -1.952
H -2.315 -3.875 -0.098
H -1.171 -4.901 -0.976
H -3.109 -4.895 -2.323
H -2.026 -3.744 -3.133
H -4.076 -2.976 -1.378
*
```

---

Entry 3:
The following is a quantum chemistry calculation of a single C4H4ClFOS molecule, from OMol25.

Output
Energy relative to the best compared isomer or geometry (same formula, charge and spin): 268.86 kJ/mol
E_LUMO: 0.044 eV
Orbital gap: 9.2 eV
Structure (SMILES): FC/C(=C/Cl)OC=S
E_HOMO: -0.33770 hartree
E_tot: -1188.20475 Eh

ORCA input file:
```
! wB97M-V def2-TZVPD RIJCOSX def2/J DEFGRID3
* xyz 0 1
F 1.210 -2.316 -0.051
C 1.722 -1.014 -0.309
C 0.385 -0.287 -0.409
C -0.098 0.291 -1.517
Cl -1.731 0.857 -1.926
O -0.507 -0.754 0.639
C -0.305 -0.099 1.834
S 0.512 1.280 1.944
H 2.372 -0.553 0.408
H 2.017 -0.982 -1.428
H 0.616 0.595 -2.394
H -0.827 -0.586 2.798
*
```

---

Entry 4:
The following is a quantum chemistry calculation of a molecular structure, C21H33N7OSTl, from OMol25.

Output
Energy relative to the best compared isomer or geometry (same formula, charge and spin): 0.00 kJ/mol
E_LUMO: -8.032 eV
Orbital gap: 8.5 eV
E_HOMO: -0.60690 hartree
E_tot: -1848.30806 Eh

ORCA input file:
```
! wB97M-V def2-TZVPD RIJCOSX def2/J DEFGRID3
* xyz 3 1
Tl -0.294 -0.361 0.475
C 5.029 4.444 1.671
C 4.000 3.363 1.796
N 3.527 2.856 0.739
N 3.150 2.383 -0.274
C 1.836 2.961 -0.844
O 0.861 2.331 -0.565
C 2.021 4.159 -1.636
C 0.881 4.900 -1.972
C 1.016 6.045 -2.731
C 2.276 6.442 -3.167
C 3.409 5.700 -2.848
C 3.288 4.561 -2.076
C 3.513 2.818 3.085
C 4.038 3.286 4.276
C 3.566 2.723 5.457
C 2.608 1.732 5.380
C 2.148 1.337 4.124
N 2.580 1.864 2.990
H 5.221 4.697 0.632
H 5.955 4.103 2.136
H 4.680 5.331 2.199
H -0.090 4.574 -1.623
H 0.145 6.632 -2.987
H 2.376 7.336 -3.768
H 4.379 6.007 -3.211
H 4.168 3.967 -1.862
H 4.796 4.056 4.295
H 3.947 3.055 6.413
H 2.215 1.264 6.271
H 1.399 0.558 4.044
N -5.193 -1.208 -1.528
C -5.103 0.247 -1.121
C -3.648 0.700 -0.989
N -3.028 0.485 0.327
H -6.117 -1.597 -1.331
H -4.473 -1.792 -1.048
H -5.022 -1.312 -2.530
H -5.646 0.351 -0.183
H -5.628 0.815 -1.885
H -3.610 1.766 -1.206
H -3.047 0.206 -1.756
H -3.323 -0.397 0.739
H -3.316 1.214 0.972
C 0.713 -5.954 -1.075
C -0.529 -5.811 -1.939
N -1.247 -4.547 -1.684
C -1.919 -4.149 -0.612
S -2.313 -2.443 -0.495
N -2.328 -4.945 0.362
C -2.453 -6.416 0.397
C -3.542 -6.925 -0.531
H 1.201 -6.904 -1.294
H 0.476 -5.935 -0.011
H 1.426 -5.156 -1.282
H -1.208 -6.651 -1.824
H -0.257 -5.779 -2.992
H -1.079 -3.807 -2.347
H -2.787 -4.452 1.112
H -2.691 -6.659 1.431
H -1.490 -6.874 0.189
H -4.517 -6.532 -0.242
H -3.589 -8.012 -0.475
H -3.357 -6.650 -1.571
*
```

---

Entry 5:
The following is a quantum chemistry calculation of a gas-phase ion, C3H11BNO (charge +1), from OMol25.

Output
E_LUMO (alpha / beta): -2.881 / -9.443 eV
Orbital gap (alpha / beta): 7.5 / 7.8 eV
Expectation value of S²: 2.004
E_HOMO (alpha / beta): -0.38206 / -0.63247 hartree
E_tot: -275.18526 Eh

ORCA input file:
```
! wB97M-V def2-TZVPD RIJCOSX def2/J DEFGRID3
* xyz 1 3
B 1.183 1.527 1.165
C 0.529 -1.242 0.479
C 0.079 0.357 -1.360
C -1.638 -0.477 -0.067
N -0.209 -0.106 -0.033
O -0.056 1.016 0.755
H 1.046 2.602 1.659
H 2.280 1.140 1.028
H 0.616 -2.010 -0.241
H 1.558 -1.088 0.800
H -0.122 -1.658 1.376
H -0.516 1.248 -1.600
H 1.180 0.762 -1.501
H 0.117 -0.325 -2.213
H -2.026 -0.664 0.992
H -2.311 0.242 -0.514
H -1.709 -1.324 -0.726
*
```

---

Entry 6:
The following is a quantum chemistry calculation of a molecular structure, C18H54F2NO13S2V, from OMol25.

Output
E_LUMO (alpha / beta): -4.064 / -3.957 eV
Orbital gap (alpha / beta): 7.5 / 7.6 eV
Expectation value of S²: 3.753
E_HOMO (alpha / beta): -0.42573 / -0.42574 hartree
E_tot: -3690.83302 Eh

ORCA input file:
```
! wB97M-V def2-TZVPD RIJCOSX def2/J DEFGRID3
* xyz 1 4
V 0.010 -1.709 1.941
N -0.215 -0.455 0.312
S 0.788 0.432 -0.523
O 0.804 1.803 -0.123
O 0.916 0.094 -1.927
F 2.202 -0.122 0.012
S -1.571 0.031 -0.648
O -1.931 -0.876 -1.712
O -1.963 1.395 -0.766
F -2.596 -0.509 0.468
C -3.228 -1.232 4.878
C -2.712 -0.965 3.431
O -1.297 -0.744 3.402
H -2.999 -0.421 5.568
H -2.746 -2.150 5.218
H -4.301 -1.419 4.863
H -3.261 -0.098 3.067
H -2.915 -1.867 2.858
H -1.049 -0.087 4.065
C 5.314 0.788 -0.225
C 5.793 1.680 -1.367
O 6.290 2.912 -0.803
H 6.157 0.388 0.346
H 4.841 -0.148 -0.524
H 4.765 1.411 0.483
H 5.074 1.921 -2.150
H 6.661 1.205 -1.830
H 7.066 3.176 -1.302
C 1.714 4.684 1.558
C 3.063 4.932 0.877
O 4.016 4.000 1.415
H 1.024 5.362 1.054
H 1.724 4.868 2.633
H 1.303 3.696 1.364
H 3.498 5.928 0.812
H 2.795 4.626 -0.142
H 4.884 4.178 1.039
C -3.736 -3.879 0.482
C -2.285 -3.922 0.039
O -1.506 -3.454 1.171
H -4.361 -3.998 -0.405
H -3.928 -2.826 0.713
H -3.975 -4.492 1.348
H -2.022 -3.378 -0.863
H -2.073 -4.983 -0.122
H -1.684 -4.152 1.813
C -1.550 4.007 1.093
C -1.950 3.068 2.206
O -0.820 2.661 2.943
H -2.508 4.413 0.751
H -1.024 3.526 0.271
H -0.964 4.870 1.398
H -2.527 2.192 1.891
H -2.570 3.631 2.907
H -0.221 2.181 2.364
C -3.305 2.031 -3.462
C -2.002 1.909 -4.273
O -1.499 3.195 -4.527
H -3.967 2.664 -4.062
H -3.111 2.497 -2.503
H -3.920 1.131 -3.503
H -2.258 1.464 -5.243
H -1.409 1.133 -3.775
H -0.702 3.062 -5.050
C -3.580 -4.888 -5.024
C -2.639 -3.731 -4.715
O -2.399 -3.665 -3.329
H -3.822 -4.881 -6.086
H -4.528 -4.768 -4.492
H -3.258 -5.867 -4.669
H -3.038 -2.797 -5.117
H -1.719 -3.966 -5.261
H -2.125 -2.768 -3.116
C 2.384 -3.185 -1.846
C 1.232 -3.222 -0.832
O 1.868 -3.013 0.478
H 2.114 -3.508 -2.854
H 3.147 -3.925 -1.607
H 2.731 -2.154 -1.892
H 0.802 -4.223 -0.887
H 0.465 -2.464 -0.951
H 2.015 -3.861 0.911
C 3.310 0.900 3.885
C 2.106 0.880 2.953
O 1.736 -0.487 2.755
H 4.177 0.422 3.422
H 3.138 0.332 4.802
H 3.532 1.944 4.105
H 2.470 1.149 1.959
H 1.270 1.454 3.346
H 2.568 -0.970 2.844
*
```

---

Computed values of max |F| (unit: eV/Å) for the preceding records, in sequence: 1.1 0.7 4.5 0.3 5.9 6.7.